(1)
The following is a quantum chemistry calculation of a structure of composition C19H61N24NbO12PS at a distorted geometry, from OMol25.

The HOMO energy is -3.695 eV. The spin multiplicity is 1. For the gap between HOMO and LUMO, the calculation gives 5.0 eV. Its net charge is -1.

XYZ file:
```
119
Properties=species:S:1:pos:R:3:forces:R:3
N 6.1378 1.3845 -0.9627 -0.361 0.493 -0.062
C 4.6736 1.6911 -0.9149 -0.027 -0.271 0.653
Nb 3.4557 -0.2185 -0.8624 -0.732 2.207 -3.484
C 2.7137 0.1414 -2.9366 0.747 -0.751 0.099
C 1.2520 0.6094 -2.8611 1.084 -0.351 0.108
O 1.2338 2.0131 -2.7083 -0.474 0.134 0.103
P 4.4533 -0.7685 1.5218 0.513 0.447 -0.323
S 5.2049 0.8078 2.4861 0.069 0.030 0.341
C 2.2971 -2.1986 -0.7507 0.280 1.036 0.584
C 2.1064 -3.0422 -1.8176 0.891 0.509 -1.669
C 1.3746 -4.1873 -1.7673 -0.471 -0.607 0.316
N 0.7872 -4.5954 -0.6416 -0.143 -0.485 -0.823
C 0.9854 -3.7917 0.3782 -1.296 -1.193 2.038
C 1.6848 -2.6395 0.3973 0.401 0.953 0.226
H 6.3495 1.0323 -1.8839 0.140 -0.392 0.033
H 6.3694 0.6858 -0.2728 0.178 -0.108 0.035
H 4.4894 2.3608 -0.0788 -0.011 0.075 0.162
H 4.4568 2.2646 -1.8108 -0.294 0.084 -0.215
H 2.0684 0.6951 -0.0628 0.262 -0.306 0.969
H 4.9137 -1.1296 -1.5694 0.182 -0.419 0.538
H 3.3309 0.9242 -3.3706 0.099 0.241 -0.087
H 2.8087 -0.7000 -3.6196 -0.065 -0.222 -0.057
H 0.8134 0.1247 -1.9913 -0.614 0.046 -0.036
H 0.7232 0.3254 -3.7707 -0.088 -0.235 -0.028
H 0.4475 2.1471 -2.1587 0.148 0.329 0.222
H 5.5128 -1.6918 1.3470 -0.438 -0.528 0.534
H 3.4599 -1.3247 2.3641 0.331 -0.624 -0.068
H 2.5604 -2.7774 -2.7590 0.039 -0.032 -0.337
H 1.2320 -4.7977 -2.6428 -0.018 -0.197 -0.247
H 0.5311 -4.0848 1.3220 -0.199 -0.250 0.031
H 1.7292 -2.0703 1.3073 -0.102 0.090 0.338
C -1.7283 -2.4587 3.6104 -0.380 -0.866 -0.496
O -0.5304 -2.2844 3.7790 0.107 0.134 0.486
N -2.6152 -2.6008 4.6492 1.664 -3.712 -0.892
N -2.2520 -2.5267 2.3578 0.427 -0.846 -0.025
H -3.5978 -2.7429 4.5216 0.200 -0.283 -0.124
H -2.2454 -2.5569 5.5799 0.113 -0.183 -0.272
H -1.5976 -2.4117 1.6026 -0.078 0.071 -0.083
H -3.2205 -2.6757 2.1524 0.030 0.085 0.014
C -2.3773 -7.4621 -1.2233 0.227 0.028 0.170
O -2.9693 -6.9504 -2.1587 -0.079 -0.093 0.007
N -2.8185 -8.6319 -0.6409 -0.081 -0.024 -0.031
N -1.2481 -6.9372 -0.6763 -0.308 0.010 -0.321
H -2.3557 -9.0769 0.1270 0.045 0.027 0.011
H -3.6476 -9.0465 -1.0189 -0.017 0.009 -0.030
H -0.8800 -6.0797 -1.0624 0.217 0.053 0.245
H -0.7611 -7.3555 0.0917 0.038 0.023 0.015
C 0.5886 0.9122 6.0771 0.559 0.308 0.127
O -0.3509 1.4657 6.6512 -0.043 -0.339 -0.193
N 1.8773 1.3422 6.1616 -0.445 -0.235 0.013
N 0.4489 -0.1951 5.2984 -0.271 0.262 0.299
H 2.6290 0.8866 5.6745 0.276 0.237 0.053
H 2.0891 2.1417 6.7198 -0.007 0.112 -0.037
H -0.4613 -0.5856 5.1701 0.336 -0.285 -0.199
H 1.2239 -0.6354 4.8407 -0.096 -0.087 -0.152
C -1.1360 1.0510 0.2893 0.206 -0.147 0.448
O -0.5780 1.4332 -0.7331 -0.421 0.202 0.020
N -0.5648 1.2195 1.5229 -0.029 0.188 -0.123
N -2.3365 0.4210 0.2992 0.002 -0.329 -0.219
H -0.9973 0.9064 2.3717 -0.075 -0.074 -0.018
H 0.3322 1.6665 1.5580 0.128 -0.098 -0.057
H -2.8002 0.2815 -0.5845 -0.014 0.246 0.113
H -2.7621 0.0897 1.1502 0.085 0.151 -0.086
C 0.0132 -0.4550 -6.9779 -0.019 0.267 0.038
O 0.6736 -0.7910 -6.0151 0.026 -0.285 -0.042
N -0.6923 -1.3526 -7.7458 0.026 -0.025 0.042
N -0.0807 0.8488 -7.3721 -0.190 -0.185 0.064
H -1.2392 -1.0903 -8.5421 0.026 0.066 -0.013
H -0.6438 -2.3170 -7.4797 0.013 -0.014 0.044
H 0.4263 1.5145 -6.8219 0.033 -0.043 0.087
H -0.6088 1.1728 -8.1608 0.187 0.043 -0.137
C -4.8403 1.8610 -2.5070 0.049 0.222 -0.005
O -4.2302 1.1226 -1.7535 -0.231 -0.135 -0.131
N -5.1249 3.1571 -2.2070 -0.044 -0.242 -0.110
N -5.2910 1.4334 -3.7333 -0.044 -0.118 0.033
H -5.6274 3.7824 -2.8156 0.047 0.076 0.161
H -4.8057 3.4982 -1.3203 0.061 0.011 0.012
H -5.0928 0.4849 -3.9882 0.064 -0.010 0.000
H -5.7910 2.0177 -4.3730 0.021 0.068 0.013
C -0.5008 3.8682 -9.2919 0.032 0.150 0.077
O -0.2723 2.7117 -9.6079 -0.175 0.106 -0.109
N -1.3439 4.6712 -10.0151 0.010 -0.069 -0.010
N 0.0641 4.4538 -8.1967 0.001 -0.096 -0.077
H -1.5453 5.6223 -9.7755 0.027 0.013 0.034
H -1.7732 4.2699 -10.8263 0.006 -0.026 -0.020
H 0.6891 3.8956 -7.6456 0.036 0.023 0.018
H -0.1112 5.3999 -7.9193 -0.025 0.008 0.014
C 5.4305 -1.8782 6.1230 -0.486 -0.461 -0.516
O 6.2056 -1.0051 6.4745 -0.172 -2.123 -0.592
N 4.7707 -1.8752 4.9305 0.262 0.350 0.210
N 5.1538 -2.9637 6.9287 0.113 0.140 0.058
H 4.1334 -2.5979 4.6573 0.006 -0.041 0.025
H 4.9334 -1.0950 4.3000 0.059 0.160 0.007
H 5.6171 -3.0051 7.8149 0.021 0.011 0.027
H 4.5226 -3.6971 6.6720 -0.036 0.037 -0.050
C 5.3526 1.6586 7.1607 1.248 -0.538 0.208
O 4.7693 1.5286 6.1041 -0.604 0.279 -0.074
N 4.8596 2.3993 8.2108 -0.244 0.096 0.057
N 6.5627 1.0640 7.3848 0.174 1.955 0.381
H 5.3366 2.5077 9.0840 0.050 -0.029 -0.025
H 3.9761 2.8506 8.0824 -0.026 0.041 0.017
H 6.9411 0.5078 6.6352 -0.208 0.234 0.290
H 7.0737 1.1462 8.2413 -0.091 0.123 0.082
C -7.0537 6.3353 -3.7505 -0.071 0.141 -0.072
O -6.4433 5.5964 -2.9967 -0.084 0.016 -0.140
N -7.3279 7.6342 -3.4290 0.023 -0.049 0.044
N -7.5121 5.9270 -4.9737 0.047 -0.035 0.077
H -7.8267 8.2617 -4.0287 -0.008 -0.013 -0.032
H -7.0042 7.9629 -2.5389 0.023 -0.008 0.020
H -7.3277 4.9794 -5.2406 0.000 -0.019 -0.015
H -8.0147 6.5205 -5.6043 -0.004 0.032 0.010
C -3.7722 -0.6235 4.0333 0.057 1.650 0.460
O -3.2734 -0.2428 2.9869 -0.487 0.262 0.595
N -3.1319 -0.5236 5.2284 -1.262 3.227 0.385
N -5.0193 -1.1907 4.0781 -0.173 -0.260 -0.196
H -3.5221 -0.8368 6.0952 -0.034 0.173 0.001
H -2.2101 -0.1261 5.2285 -0.175 0.350 0.157
H -5.5136 -1.2782 3.2106 -0.095 0.095 -0.038
H -5.4512 -1.5135 4.9214 -0.109 0.147 0.098
```
Positions in Å, forces in eV/Å.

Results of the Mulliken charge analysis, in e, for atoms 1 through 4: atom 1 (N): -0.607, atom 2 (C): -0.905, atom 3 (Nb): -0.877, atom 4 (C): -1.516

(2)
The following is a quantum chemistry calculation of a cluster of 11 separate species, C19H62BF4N10O10 in total at a distorted geometry, from OMol25.

The HOMO energy (spin up / spin down) is -8.878 / -8.877 eV. The spin multiplicity is 2. As for the expectation value of S²: 0.7563. For the gap between HOMO and LUMO (spin up / spin down), the calculation gives 8.5 / 2.7 eV. Its net charge is 0.

XYZ file:
```
106
Properties=species:S:1:pos:R:3:forces:R:3
B 0.3996 -0.2466 -1.0760 -1.483 -1.134 -2.288
F -0.8451 -0.8386 -0.9139 -1.008 -2.076 -0.065
F 0.3453 0.7094 -0.1813 1.115 3.819 3.076
F 1.5065 -1.0591 -0.8583 0.247 0.024 0.010
F 0.3412 0.2835 -2.3711 0.851 0.228 -0.783
C -0.6218 4.4353 -0.6985 1.123 -1.875 3.764
O -0.6610 4.3301 0.5269 -0.030 0.081 1.559
N -0.7334 5.5179 -1.3371 -1.520 6.971 -2.748
N -0.2596 3.4973 -1.4905 0.627 -4.496 -2.082
H -1.1864 5.4700 -2.2386 0.213 0.379 0.101
H -0.8293 6.3867 -0.8312 -0.288 -0.223 -0.080
H -0.4022 2.5500 -1.1704 0.393 -0.269 -0.388
H -0.0820 3.7175 -2.4601 -0.093 -0.613 0.262
C -3.6087 1.7526 -4.5229 -1.280 -1.583 3.742
O -4.5313 1.6804 -3.7371 -0.420 -0.472 1.695
N -3.7429 2.2614 -5.6421 -2.809 4.570 -7.931
N -2.3859 1.3449 -4.4484 4.890 -2.841 3.152
H -3.0009 2.2371 -6.3268 -0.858 0.333 -0.141
H -4.6527 2.6818 -5.7677 0.332 0.136 -0.824
H -1.7105 1.4955 -5.1841 -0.235 -0.338 0.467
H -2.1765 0.6693 -3.7275 0.394 0.256 -0.112
C 2.1403 -4.3174 -1.7880 0.683 -1.979 1.590
O 2.1260 -5.4401 -2.2992 -0.054 0.872 0.389
N 2.6902 -3.9955 -0.5693 0.390 1.216 0.606
N 1.6083 -3.2341 -2.3422 -1.187 -0.247 -2.975
H 2.5035 -3.0145 -0.4177 0.263 -0.142 0.795
H 2.8287 -4.5230 0.2808 -0.185 -0.523 -0.797
H 1.5463 -2.2662 -2.0604 0.215 -0.603 0.230
H 1.2439 -3.5373 -3.2340 -0.197 0.846 -0.174
C 5.9281 5.2263 0.1882 -0.354 2.225 0.752
C 5.7362 3.7810 0.2519 0.135 -0.716 -1.392
C 4.6346 3.3158 -0.7074 0.140 -1.605 0.047
O 4.8112 1.8650 -0.6454 -1.121 0.248 -0.751
C 3.7986 1.0807 -1.3273 0.333 0.366 0.500
N 6.9960 3.1194 -0.1640 -0.983 0.111 0.672
H 5.0107 5.7136 0.5183 -0.296 0.340 -0.373
H 6.2192 5.5926 -0.7963 -0.206 -0.251 -0.100
H 6.6621 5.6476 0.8750 0.346 -0.431 0.136
H 5.4733 3.3842 1.2325 -0.368 0.353 0.378
H 4.6528 3.7200 -1.7195 1.143 -0.267 -0.455
H 3.6185 3.6458 -0.4913 -0.352 -0.307 1.162
H 2.8980 1.1246 -0.7148 -0.438 0.416 -0.625
H 3.9994 0.0107 -1.3795 0.860 0.112 0.446
H 3.7441 1.3794 -2.3742 -0.587 0.391 0.094
H 7.4887 3.1104 0.7176 0.855 -0.116 -0.041
H 6.6054 2.1904 -0.2320 0.855 -0.837 -0.460
C -4.5301 -1.0038 -1.3496 1.631 0.598 -0.253
C -4.9495 -2.4023 -1.1767 -0.315 -1.863 2.339
C -5.3357 -3.1334 -2.4382 -0.262 0.841 -1.650
O -5.4347 -4.5250 -2.4054 -0.994 -1.432 0.170
C -6.6783 -5.0450 -1.8684 0.306 1.320 0.995
N -4.0279 -3.1218 -0.2283 -0.170 0.056 -0.576
H -3.5294 -0.9475 -1.7779 -0.056 -0.068 -1.216
H -4.1984 -0.5840 -0.4000 -1.205 0.266 0.434
H -5.2941 -0.4671 -1.9121 0.457 0.491 0.154
H -5.8595 -2.2986 -0.5857 -0.271 -0.367 0.223
H -4.7280 -2.8506 -3.2977 1.135 -0.430 0.198
H -6.2366 -2.6858 -2.8579 -0.869 0.026 0.540
H -6.8489 -4.5431 -0.9160 0.163 -0.233 0.536
H -6.6813 -6.1201 -1.6885 0.606 0.127 -0.344
H -7.6092 -4.7776 -2.3684 0.299 0.056 -1.072
H -4.3171 -4.0613 0.0036 -0.910 -0.071 0.014
H -3.1122 -3.3521 -0.5869 0.074 0.618 -0.932
C -0.9190 -5.4984 1.2649 0.221 -1.898 -1.629
C -1.4455 -4.3393 1.9753 0.161 1.682 1.084
C -0.6152 -4.0089 3.2341 -0.531 0.102 0.898
O -0.8057 -4.9868 4.2870 1.013 1.442 0.520
C -0.1598 -4.5238 5.5303 -0.829 -1.807 -0.521
N -1.4275 -3.1743 1.0313 0.729 -0.867 0.489
H -1.3172 -5.4641 0.2508 -0.412 -0.436 -0.155
H -1.2213 -6.4573 1.6859 0.240 0.047 0.159
H 0.1486 -5.5012 1.0452 0.241 0.176 0.601
H -2.4627 -4.5266 2.3193 -0.130 -0.043 0.035
H -0.9562 -3.0467 3.6163 -0.212 0.255 0.063
H 0.4557 -3.8721 3.0841 0.165 -0.222 -0.617
H 0.9044 -4.7407 5.6222 0.346 0.265 -0.868
H -0.5574 -5.2218 6.2670 -0.405 0.398 0.250
H -0.3432 -3.4853 5.8058 -0.300 0.005 -0.304
H -1.2437 -3.6134 0.1406 0.523 0.395 -0.312
H -2.3320 -2.7526 0.8758 -0.293 0.291 0.824
C 3.6552 5.3034 3.2184 0.176 -0.012 0.490
C 2.4211 4.4156 3.0122 -0.669 2.654 -0.167
C 1.9920 3.5109 4.2254 -0.738 -0.288 0.447
O 1.0086 2.5158 3.9436 1.370 0.655 -1.669
C 1.2759 1.8111 2.6927 -0.330 -0.229 -0.152
N 1.2643 5.3484 2.6664 2.293 -3.280 -0.675
H 3.9289 5.8720 2.3297 -0.579 0.029 -0.189
H 4.5805 4.7549 3.3951 -0.244 -0.336 0.413
H 3.4825 6.0202 4.0211 0.143 -0.069 0.111
H 2.7087 3.7735 2.1797 -0.799 -0.437 -0.452
H 1.6104 4.1593 5.0140 -0.447 -0.024 -0.108
H 2.8546 3.0397 4.6967 0.530 -0.140 -0.567
H 2.3127 1.5826 2.4458 0.247 0.057 0.785
H 0.9191 2.3959 1.8449 -0.350 0.625 -0.085
H 0.6984 0.8933 2.5822 -0.123 0.004 0.838
H 1.4878 6.0204 1.9463 0.467 0.900 0.401
H 0.5426 4.7951 2.2269 -1.405 -0.336 0.204
O -1.1894 -2.0606 -4.0048 0.033 -0.027 -0.425
H -1.2429 -1.2725 -3.4642 0.224 0.155 0.378
H -1.5825 -2.7478 -3.4669 -0.105 -0.195 0.163
O 0.4936 -1.3407 1.9168 0.909 0.929 1.025
H 0.5345 -0.7260 1.1842 0.037 0.015 -0.170
H -0.0768 -2.0446 1.6080 -0.861 -0.856 -0.640
O -2.3994 -0.3364 1.8758 -0.597 0.353 0.270
H -1.7100 -0.7632 2.3845 0.373 -0.147 0.013
H -2.0277 -0.2432 0.9987 0.247 -0.072 -0.356
```
Positions in Å, forces in eV/Å.

Results of the Mulliken charge analysis, in e, for atoms 1 through 4: atom 1 (B): 0.795, atom 2 (F): -0.097, atom 3 (F): -0.014, atom 4 (F): -0.415

| no. | molar mass (g mol⁻¹) |
| --- | --- |
| 1 | 973.80 |
| 2 | 677.57 |